The following is a DFT calculation (the ωB97M-V functional and the def2-TZVPD basis) of 12 unconnected molecules or ions with the total composition C12H48N12O15 in a non-equilibrium geometry.

SMILES = NC(N)=O.NC(N)=O.NC(N)=O.NC(N)=O.NC(N)=O.NC(N)=O.OCCO.OCCO.OCCO.O.O.O
Strongest force on any atom = 0.037 Eh/bohr
E_HOMO = -9.01 eV
Energy relative to the best compared isomer or geometry (same formula, charge and spin) = 23.2 kcal/mol
Net charge = 0

Cartesian coordinates (Å):
N: 3.32051 1.96325 -0.86880
C: 3.47468 1.03715 0.12741
N: 2.46965 1.04829 1.04505
O: 4.51820 0.39979 0.25623
H: 2.48559 2.52431 -0.81657
H: 4.13824 2.18745 -1.39886
H: 2.51509 0.43158 1.83438
H: 1.57811 1.48114 0.85038
N: -3.41238 1.00311 -4.28989
C: -3.68511 -0.32637 -4.41798
N: -2.99243 -1.16441 -3.59167
O: -4.40594 -0.74626 -5.31720
H: -2.87969 1.36245 -3.52178
H: -3.81347 1.56684 -5.01531
H: -2.93095 -2.15626 -3.72709
H: -2.59891 -0.78881 -2.74356
N: 1.70767 -5.36494 -0.02818
C: 0.60252 -4.57314 0.06368
N: -0.14039 -4.83756 1.18973
O: 0.30120 -3.65851 -0.69421
H: 2.28294 -5.34487 -0.85061
H: 2.07831 -5.80605 0.79141
H: -0.96038 -4.31364 1.42240
H: 0.03666 -5.65380 1.74617
N: 3.33041 6.12261 0.38692
C: 2.23569 5.31238 0.44114
N: 1.39385 5.54400 1.49328
O: 1.99099 4.40797 -0.35136
H: 3.38170 6.93901 0.96513
H: 4.03421 5.99583 -0.31579
H: 1.69070 6.13267 2.24789
H: 0.44000 5.23960 1.36449
N: 1.67904 1.60613 4.93205
C: 0.56352 2.32302 5.28641
N: -0.12466 2.85836 4.22823
O: 0.28237 2.57400 6.44869
H: 2.20312 1.22531 5.69891
H: 2.17319 1.88604 4.10177
H: -0.10605 2.35533 3.35418
H: -0.96101 3.36184 4.46584
N: -3.06321 -3.60131 -0.72048
C: -3.01998 -4.25371 -1.92592
N: -1.79010 -4.12821 -2.53907
O: -3.96427 -4.78815 -2.47712
H: -2.23264 -3.18674 -0.34019
H: -3.92361 -3.64615 -0.20683
H: -0.94608 -4.05567 -1.98158
H: -1.80912 -4.73630 -3.34583
O: -1.44582 -0.65887 -1.21036
C: -0.59482 0.02271 -0.28340
C: -1.21515 1.39936 -0.11251
O: -0.40848 2.19221 0.74971
H: -0.86565 -1.27836 -1.67282
H: -0.58013 -0.49920 0.67361
H: 0.39650 0.21194 -0.69973
H: -2.25987 1.38627 0.21003
H: -1.28191 1.81228 -1.12993
H: -1.01163 2.85464 1.11392
O: 0.45047 -1.67286 2.56145
C: 0.59291 -1.62694 4.00163
C: 0.54614 -3.04995 4.52444
O: -0.64116 -3.76095 4.22587
H: 1.26136 -2.07826 2.23060
H: 1.53529 -1.17644 4.31725
H: -0.24751 -1.01047 4.31897
H: 0.65370 -3.01262 5.61084
H: 1.36309 -3.59330 4.03447
H: -1.09788 -3.31484 3.50542
O: 2.37922 -1.01581 -4.23409
C: 1.15811 -1.61720 -3.83281
C: 0.54435 -2.28842 -5.06906
O: 1.33575 -3.39924 -5.44115
H: 2.91387 -0.75452 -3.48027
H: 1.44457 -2.45322 -3.18189
H: 0.45404 -0.93378 -3.35051
H: 0.50491 -1.52805 -5.85761
H: -0.48166 -2.59176 -4.87230
H: 2.25264 -3.13089 -5.31172
O: -2.90046 2.60708 2.41307
H: -3.81675 2.89744 2.34559
H: -2.95589 1.71637 2.77583
O: -1.42597 4.96062 0.81955
H: -1.80689 4.89300 -0.06644
H: -2.15563 4.77520 1.42207
O: -0.24355 4.19526 -1.95667
H: 0.00174 4.07764 -1.03084
H: 0.50032 4.68530 -2.31607



The following is a DFT calculation (the ωB97M-V functional and the def2-TZVPD basis) of 12 unconnected molecules or ions with the total composition C12H48N24O12 in a non-equilibrium geometry.

SMILES = NC(N)=O.NC(N)=O.NC(N)=O.NC(N)=O.NC(N)=O.NC(N)=O.NC(N)=O.NC(N)=O.NC(N)=O.NC(N)=O.NC(N)=O.NC(N)=O
Strongest force on any atom = 0.063 Eh/bohr
E_HOMO = -9.03 eV
Energy relative to the best compared isomer or geometry (same formula, charge and spin) = 59.2 kcal/mol
Net charge = 0

Cartesian coordinates (Å):
N: -2.06154 0.34516 4.54014
C: -2.83109 -0.40630 3.67854
N: -3.97917 -0.80649 4.23790
O: -2.40650 -0.69971 2.55912
H: -1.15984 0.71143 4.27519
H: -2.29132 0.33746 5.51776
H: -4.65389 -1.41261 3.80735
H: -4.06693 -0.56923 5.20922
N: -1.88488 -4.01127 0.26359
C: -3.00983 -3.96647 -0.48006
N: -3.74702 -5.10186 -0.46791
O: -3.33008 -2.98507 -1.16082
H: -1.27136 -3.20685 0.20113
H: -1.82273 -4.87661 0.76485
H: -4.62210 -5.14043 -0.95557
H: -3.41048 -5.75759 0.21260
N: -0.65676 3.02006 -3.22099
C: -1.61916 3.95563 -3.32524
N: -1.38943 4.75206 -4.40888
O: -2.57503 4.08481 -2.57327
H: -0.76072 2.37173 -2.45693
H: 0.22983 3.05133 -3.68674
H: -2.00235 5.53553 -4.55014
H: -0.68600 4.51021 -5.07993
N: -0.54557 0.28722 0.82096
C: -0.11256 -0.50184 -0.18272
N: 0.90713 0.14368 -0.81639
O: -0.45866 -1.66988 -0.37957
H: -1.35370 -0.02351 1.35539
H: -0.11743 1.18730 0.76779
H: 1.37185 -0.34409 -1.56573
H: 1.01736 1.14964 -0.72260
N: 2.18299 -2.23720 4.61494
C: 1.21236 -1.58601 3.95267
N: 0.41992 -2.45602 3.27097
O: 1.13279 -0.36057 3.93909
H: 2.95016 -1.67088 4.93730
H: 2.21743 -3.23186 4.73958
H: -0.31533 -2.01458 2.73289
H: 0.34708 -3.41781 3.54559
N: -4.77018 1.37062 -1.42788
C: -4.67020 1.09542 -0.10752
N: -3.67946 0.23130 0.19791
O: -5.37151 1.61841 0.75741
H: -5.55167 1.96503 -1.64738
H: -4.16948 1.01573 -2.14810
H: -3.50003 -0.04355 1.15548
H: -3.12834 -0.26080 -0.48561
N: -3.03003 2.74561 2.67837
C: -1.86666 3.28997 2.21627
N: -1.79004 3.05915 0.86466
O: -0.89957 3.65047 2.86569
H: -3.74718 2.44724 2.03991
H: -3.04209 2.58599 3.67361
H: -2.53847 2.91848 0.21233
H: -0.83825 2.79772 0.67668
N: -3.17070 -2.94279 -3.99024
C: -2.09104 -2.18751 -4.35569
N: -1.45784 -1.66112 -3.30224
O: -1.73162 -1.99113 -5.52122
H: -3.43622 -3.07061 -3.02206
H: -3.82969 -3.31283 -4.65101
H: -1.74998 -1.74849 -2.34097
H: -0.60888 -1.17706 -3.53827
N: 4.09809 1.12087 0.63458
C: 5.04071 0.11684 0.66241
N: 5.30977 -0.25015 1.92907
O: 5.59546 -0.41117 -0.29855
H: 3.75422 1.34106 1.55325
H: 3.37486 1.15380 -0.06808
H: 5.16147 0.39482 2.68217
H: 5.88092 -1.07850 1.97745
N: 3.68172 0.54881 -3.40122
C: 4.62137 1.52704 -3.43463
N: 5.68446 1.21023 -2.67892
O: 4.52230 2.60174 -4.02674
H: 2.92328 0.75627 -4.03422
H: 3.78958 -0.38683 -3.05386
H: 5.50073 0.55924 -1.91860
H: 6.26500 2.02160 -2.53117
N: 2.17373 4.69383 0.11398
C: 2.11316 3.63645 -0.71614
N: 3.10940 3.56782 -1.57351
O: 1.23456 2.76259 -0.63706
H: 2.67564 5.55671 0.01319
H: 1.34150 4.77796 0.68500
H: 3.87822 4.21048 -1.46345
H: 3.26785 3.04473 -2.42247
N: 1.50207 -4.11901 0.47757
C: 2.74077 -4.56153 0.75296
N: 3.46268 -3.81952 1.59566
O: 3.24502 -5.54217 0.19026
H: 1.36898 -3.14306 0.68716
H: 0.96559 -4.64808 -0.18658
H: 4.46179 -3.92096 1.58718
H: 3.07680 -3.10565 2.19211



The following is a DFT calculation (the ωB97M-V functional and the def2-TZVPD basis) of a molecular structure, C12H48N2O17STl in a non-equilibrium geometry.

Strongest force on any atom = 0.041 Eh/bohr
E_HOMO = -12.12 eV
Net charge = +1

Cartesian coordinates (Å):
Tl: -2.84954 -1.29195 -0.15091
S: -1.56927 1.42896 -1.82862
O: -1.81503 1.32595 -0.37173
O: -1.94318 2.79920 -2.26486
O: -0.11302 1.21133 -2.04363
O: -2.35693 0.42655 -2.54214
C: -3.79208 1.84926 1.78732
O: -3.74321 0.45250 1.96610
C: -3.54507 0.10687 3.34532
C: -3.74698 -1.37690 3.47010
N: -2.74866 -2.07965 2.67560
C: -2.82223 -3.53900 2.77329
C: -1.55897 -4.11630 2.15412
O: -1.50501 -3.67906 0.80053
C: -0.34589 -4.19288 0.13867
H: -2.83190 2.34684 1.98520
H: -4.51326 2.32449 2.46490
H: -4.08728 2.10246 0.77194
H: -4.27220 0.68191 3.92669
H: -2.54810 0.45588 3.64703
H: -4.73934 -1.64745 3.10077
H: -3.73893 -1.66825 4.53185
H: -1.83412 -1.84061 3.05797
H: -3.61940 -3.95564 2.15503
H: -2.90191 -3.82776 3.82526
H: -1.61322 -5.20780 2.19291
H: -0.65287 -3.72698 2.64077
H: -0.36186 -3.78991 -0.86962
H: -0.25010 -5.27388 0.22088
H: 0.53573 -3.71892 0.60258
C: 5.27167 -0.72247 3.76266
O: 4.41770 -0.35146 2.69204
C: 4.85269 0.83456 2.06863
C: 3.96615 1.09367 0.86358
N: 4.09466 0.00056 -0.09468
C: 3.40545 0.29799 -1.33457
C: 3.61525 -0.81494 -2.36131
O: 2.98673 -2.00022 -1.92622
C: 2.84826 -2.98526 -2.96376
H: 4.94662 -1.68949 4.14828
H: 5.12431 -0.02774 4.59485
H: 6.30107 -0.82761 3.41790
H: 5.87986 0.67776 1.69638
H: 4.92860 1.70320 2.73501
H: 4.24587 2.05939 0.45180
H: 2.93213 1.10605 1.25448
H: 3.63720 -0.81519 0.31043
H: 3.74666 1.19541 -1.84929
H: 2.31269 0.34852 -1.17009
H: 4.68118 -0.99571 -2.55091
H: 3.19560 -0.46663 -3.31891
H: 2.55140 -2.47722 -3.88409
H: 2.14055 -3.73108 -2.62643
H: 3.83503 -3.42423 -3.13676
O: -0.80375 3.85146 -4.52310
H: -0.32330 3.01151 -4.69382
H: -1.18282 3.77863 -3.62531
O: 1.35818 3.12584 -0.64198
H: 0.91140 2.47981 -1.22079
H: 1.99691 3.58606 -1.19894
O: 0.44604 1.30725 -4.67068
H: 0.36990 1.37334 -3.69172
H: -0.08801 0.54354 -4.91618
O: -4.57083 3.45022 -1.80824
H: -4.51886 4.22704 -1.23658
H: -3.64447 3.22738 -2.02671
O: -1.17777 4.88537 -0.55876
H: -0.29846 4.56681 -0.30865
H: -1.66363 4.08877 -0.82276
O: -4.26493 0.75331 -4.36894
H: -3.45329 0.79132 -3.81112
H: -4.25188 -0.12011 -4.77815
O: 0.29111 -1.44880 -1.28372
H: 0.23344 -0.51598 -1.53333
H: 1.23537 -1.66455 -1.38102
O: -0.45523 -0.82155 1.54570
H: 0.40223 -1.25768 1.60641
H: -0.27967 0.10351 1.79027
O: -0.07119 1.98344 1.47126
H: 0.57544 2.38137 0.85798
H: -0.80540 1.74555 0.88657



The HOMO-LUMO gap results, record by record, are as follows: 8.52 9.00 2.19 eV.